1.
Here is one molecule with the formula C4H9NO from the OMol25 dataset. Energies are from ωB97M-V with the def2-TZVPD basis set.

Structure (XYZ):
```
15
Properties=species:S:1:pos:R:3:forces:R:3:mulliken_charge:R:1
H -0.841 -1.828 -0.422 -0.07 -0.08 0.14 0.39
O -0.844 -0.034 1.743 0.66 -0.30 -0.27 -0.40
H -0.780 -0.843 -1.924 0.17 -0.13 0.64 0.37
C 0.525 -0.236 1.245 -0.54 -0.54 0.67 -0.66
N 0.845 1.075 -0.935 1.22 0.04 -0.16 -0.69
H 0.910 -1.256 1.439 -0.25 0.42 -0.03 0.26
C -0.244 -1.127 -0.991 0.13 0.83 -0.92 -1.68
H -1.101 1.765 0.673 -0.17 -0.27 0.05 0.27
C 0.099 0.119 -0.180 -1.57 -0.27 0.56 1.22
C -1.180 0.671 0.541 1.07 0.46 -0.58 -0.66
H 0.679 -1.599 -1.313 0.19 -0.34 0.02 0.43
H 1.227 1.791 -0.298 -0.22 -0.43 -0.57 0.29
H 1.189 0.501 1.694 0.18 0.13 0.05 0.27
H -2.134 0.414 0.092 -0.25 -0.15 0.16 0.31
H 1.651 0.587 -1.365 -0.54 0.60 0.24 0.27
```
Forces are in eV/Å.

Values from the calculation:
LUMO energy ... 0.98 eV
Gap between HOMO and LUMO ... 10.55 eV
Structure (SMILES) ... CC1(N)COC1
Maximum force ... 1.69 eV/Å
Relative energy (zero: lowest compared OMol25 entry of this formula, charge and spin) ... 45.30 kcal per mole
Spin multiplicity ... 1

2.
Here is a 2-piece molecular cluster, C4H9NO overall from the OMol25 dataset. Energies are from ωB97M-V with the def2-TZVPD basis set.

Structure (XYZ):
```
15
Properties=species:S:1:pos:R:3:forces:R:3:mulliken_charge:R:1
O 1.462 0.864 -0.986 0.19 -0.52 0.78 -0.58
H -2.386 1.289 0.475 -0.58 -0.26 -0.58 0.31
C -1.702 0.912 -0.294 -0.86 -1.87 -0.63 -0.46
H -0.799 0.663 0.267 0.24 0.30 0.05 0.06
H 0.738 -1.980 0.718 -0.34 1.25 -1.14 0.25
C 2.034 0.229 1.254 -0.30 2.29 -1.35 -0.68
N -2.041 -0.229 -1.209 -2.04 1.83 1.29 -0.45
H -3.152 -0.381 -1.253 2.91 0.34 0.64 0.24
C 1.406 0.055 -0.044 0.16 -0.75 0.88 0.43
C 0.627 -1.284 -0.189 1.39 0.23 1.16 -0.29
H 1.148 -1.805 -1.019 -1.26 0.30 -0.01 0.30
H -0.404 -0.845 -0.288 0.54 -1.98 -0.72 0.03
H -1.411 1.712 -0.967 0.44 0.53 -0.33 0.27
H 1.786 -0.317 2.132 -0.16 -0.73 0.24 0.30
H 2.696 1.116 1.403 -0.35 -0.94 -0.29 0.28
```
Forces are in eV/Å.

Values from the calculation:
LUMO energy ... -3.71 eV
Gap between HOMO and LUMO ... 3.75 eV
Maximum force ... 3.03 eV/Å
Relative energy (zero: lowest compared OMol25 entry of this formula, charge and spin) ... 191.92 kcal per mole
Spin multiplicity ... 1

3.
Here is a 2-piece molecular cluster, C4H9NO overall from the OMol25 dataset. Energies are from ωB97M-V with the def2-TZVPD basis set.

Structure (XYZ):
```
15
Properties=species:S:1:pos:R:3:forces:R:3:mulliken_charge:R:1
C 5.517 0.054 3.143 -1.78 0.21 -0.08 -0.61
H 3.456 -0.632 2.932 -0.07 0.55 -0.09 0.31
H 6.502 -0.214 2.803 0.21 0.37 0.10 0.25
H -4.220 0.457 -3.807 -0.14 0.20 -0.51 0.30
H -4.588 -1.154 -1.663 -0.30 0.24 -0.57 0.25
C 4.485 -0.589 2.597 1.43 -1.46 0.16 0.01
C -4.935 -0.146 -1.371 0.55 -0.73 0.69 -0.24
C -3.866 1.178 -3.078 0.70 -0.76 0.44 -0.69
H -3.960 2.218 -3.378 -0.51 -0.10 -0.16 0.25
H -5.578 -0.126 -0.487 0.17 -0.05 -0.02 0.25
H 4.439 -2.354 1.688 -0.90 -0.98 0.39 0.30
H 5.261 0.825 3.858 0.58 0.00 0.10 0.24
N -4.544 0.949 -1.820 -0.62 1.42 -0.23 -0.40
O 4.817 -1.500 1.607 0.52 1.30 -0.57 -0.50
H -2.785 1.036 -3.023 0.15 -0.21 0.36 0.27
```
Forces are in eV/Å.

Values from the calculation:
LUMO energy ... 0.98 eV
Gap between HOMO and LUMO ... 10.17 eV
Structure (SMILES) ... C=CO.C=NC
Maximum force ... 2.05 eV/Å
Relative energy (zero: lowest compared OMol25 entry of this formula, charge and spin) ... 76.83 kcal per mole
Spin multiplicity ... 1

4.
Here is one molecule with the formula C4H9NO from the OMol25 dataset. Energies are from ωB97M-V with the def2-TZVPD basis set.

Structure (XYZ):
```
15
Properties=species:S:1:pos:R:3:forces:R:3:mulliken_charge:R:1
N -0.316 0.679 0.520 0.53 -0.77 0.90 -0.53
H -0.895 -1.368 0.048 0.39 0.42 -0.11 0.21
C -0.767 -0.376 -0.441 -0.92 0.42 -0.62 -0.20
H -2.628 0.001 0.450 -0.14 -0.02 -0.48 0.29
C -2.178 0.168 -0.538 -0.54 -0.35 -0.60 -1.24
O 2.113 0.253 -0.913 -0.14 0.11 0.01 -0.54
C 0.653 0.071 1.060 0.52 0.53 0.69 -0.15
H -2.192 1.253 -0.691 0.10 -0.40 -0.29 0.33
H 2.447 -1.069 0.601 0.12 -0.08 -0.03 0.37
H 0.550 -0.252 2.100 0.80 0.48 0.69 0.42
H 2.521 0.639 1.084 0.27 -0.25 -0.09 0.24
H 1.543 1.024 -1.065 0.02 -0.17 0.07 0.34
C 1.995 -0.093 0.434 0.20 -0.32 0.18 -0.36
H -0.148 -0.566 -1.332 -0.46 0.51 -0.04 0.43
H -2.697 -0.363 -1.318 -0.76 -0.11 -0.29 0.39
```
Forces are in eV/Å.

Values from the calculation:
LUMO energy ... 0.55 eV
Gap between HOMO and LUMO ... 8.71 eV
Structure (SMILES) ... CC/N=C\CO
Maximum force ... 1.30 eV/Å
Relative energy (zero: lowest compared OMol25 entry of this formula, charge and spin) ... 101.87 kcal per mole
Spin multiplicity ... 1

5.
Here is one molecule with the formula C4H9NO from the OMol25 dataset. Energies are from ωB97M-V with the def2-TZVPD basis set.

Structure (XYZ):
```
15
Properties=species:S:1:pos:R:3:forces:R:3:mulliken_charge:R:1
H -0.284 -0.211 -1.486 -0.21 0.41 0.17 0.39
C -2.313 0.048 -0.562 -0.23 -0.07 -0.19 -1.18
H 1.789 0.881 -1.103 0.09 -0.16 0.01 0.33
N -0.390 0.469 0.614 0.26 -0.69 0.62 -0.45
H 0.762 0.460 2.211 0.50 0.61 0.14 0.34
H -0.718 -1.341 -0.228 -0.03 0.05 -0.30 0.20
H 2.303 -1.165 0.770 -0.03 0.07 0.01 0.30
C 0.735 0.279 1.138 -0.05 0.13 0.20 -0.05
H -2.425 1.137 -0.570 -0.08 -0.19 -0.23 0.31
H 2.757 0.522 1.055 0.25 -0.19 -0.19 0.29
C -0.837 -0.295 -0.541 -0.20 -0.06 -0.09 -0.19
H -2.866 -0.411 -1.380 -0.07 0.00 -0.05 0.37
H -2.706 -0.289 0.403 -0.19 0.05 -0.30 0.30
C 2.044 -0.130 0.528 0.12 -0.10 0.28 -0.44
O 2.139 0.011 -0.868 -0.14 0.15 -0.08 -0.52
```
Forces are in eV/Å.

Values from the calculation:
LUMO energy ... 0.89 eV
Gap between HOMO and LUMO ... 10.03 eV
Structure (SMILES) ... CC/N=C\CO
Maximum force ... 0.97 eV/Å
Relative energy (zero: lowest compared OMol25 entry of this formula, charge and spin) ... 55.45 kcal per mole
Spin multiplicity ... 1

6.
Here is a 2-piece molecular cluster, C4H9NO overall from the OMol25 dataset. Energies are from ωB97M-V with the def2-TZVPD basis set.

Structure (XYZ):
```
15
Properties=species:S:1:pos:R:3:forces:R:3:mulliken_charge:R:1
H -3.660 0.385 0.854 0.27 -0.39 -0.16 0.31
H 0.281 -2.535 -1.787 -0.82 -0.13 -0.51 0.29
O -2.904 0.482 1.438 -0.02 0.58 0.48 -0.66
C 0.315 0.273 0.034 1.96 -1.89 0.41 -0.39
C 1.684 1.691 1.331 0.16 0.74 0.48 -0.27
H -0.419 0.959 -0.367 0.27 0.29 -0.11 0.42
H 1.135 -1.664 0.118 0.26 0.30 0.19 0.34
H -2.227 -0.174 1.259 -0.19 -0.19 -0.34 0.34
N 0.977 0.657 1.222 -2.29 1.54 0.09 -0.39
H 2.419 2.130 0.639 -0.65 -0.15 -0.77 0.26
H 1.522 2.334 2.205 0.90 -0.74 0.62 0.24
C 0.143 -1.458 -1.822 1.32 0.57 0.95 -1.06
H 0.968 -1.089 -2.440 -0.09 -0.15 -0.31 0.27
H -0.759 -1.033 -2.253 -0.31 -0.44 0.16 0.34
C 0.525 -0.959 -0.432 -0.77 0.06 -1.17 -0.05
```
Forces are in eV/Å.

Values from the calculation:
LUMO energy ... 0.60 eV
Gap between HOMO and LUMO ... 8.65 eV
Structure (SMILES) ... C=N/C=C/C.O
Maximum force ... 2.76 eV/Å
Relative energy (zero: lowest compared OMol25 entry of this formula, charge and spin) ... 79.02 kcal per mole
Spin multiplicity ... 1

7.
Here is one molecule with the formula C4H9NO from the OMol25 dataset. Energies are from ωB97M-V with the def2-TZVPD basis set.

Structure (XYZ):
```
15
Properties=species:S:1:pos:R:3:forces:R:3:mulliken_charge:R:1
C -1.577 0.326 0.121 0.00 0.12 -0.05 0.48
H 0.620 -0.267 -1.683 0.01 0.09 0.12 0.27
O -1.772 1.370 -0.475 0.01 -0.34 0.19 -0.61
H 0.580 1.300 -0.901 0.07 -0.13 0.03 0.31
C 0.803 0.243 -0.729 -0.02 0.05 -0.07 -0.31
H -3.511 0.054 0.692 0.11 -0.07 0.00 0.25
H 0.147 0.014 1.321 -0.07 0.00 -0.13 0.30
H 2.527 -0.987 -0.184 -0.05 0.13 -0.01 0.30
N -2.602 -0.384 0.679 -0.07 0.05 0.04 -0.39
H -2.439 -1.168 1.288 0.04 0.12 -0.12 0.20
H 2.462 0.583 0.633 -0.03 -0.07 -0.13 0.33
C 2.261 0.068 -0.315 0.06 -0.03 0.03 -1.20
H -0.244 -1.369 0.308 -0.01 0.17 0.00 0.31
H 2.933 0.491 -1.069 -0.09 -0.08 0.11 0.34
C -0.188 -0.273 0.313 0.05 0.01 0.00 -0.59
```
Forces are in eV/Å.

Values from the calculation:
LUMO energy ... 0.91 eV
Gap between HOMO and LUMO ... 10.73 eV
Structure (SMILES) ... CCCC(N)=O
Maximum force ... 0.39 eV/Å
Relative energy (zero: lowest compared OMol25 entry of this formula, charge and spin) ... 1.47 kcal per mole
Spin multiplicity ... 1

8.
Here is one molecule with the formula C4H9NO from the OMol25 dataset. Energies are from ωB97M-V with the def2-TZVPD basis set.

Structure (XYZ):
```
15
Properties=species:S:1:pos:R:3:forces:R:3:mulliken_charge:R:1
C -0.970 0.261 -1.095 -0.10 0.00 -0.09 -0.32
N 0.271 0.257 -0.347 0.14 -0.41 0.10 -0.37
H -1.673 1.786 0.252 -0.10 -0.10 -0.09 0.30
O 2.324 0.518 1.260 0.01 0.12 -0.03 -0.55
C 0.802 -0.838 -0.007 -0.07 0.29 -0.01 -0.06
H 2.839 -1.315 0.469 -0.10 0.07 0.03 0.26
H 1.684 1.074 0.778 0.08 -0.02 0.09 0.40
H -1.256 -0.751 -1.428 0.06 0.14 0.05 0.31
H -0.834 0.882 -1.987 -0.01 -0.06 0.15 0.31
H -2.964 1.079 -0.749 0.11 -0.06 0.05 0.35
H 0.420 -1.820 -0.324 0.01 0.13 0.07 0.32
H 1.707 -1.369 1.826 0.08 0.08 -0.10 0.23
H -2.287 0.169 0.621 0.02 0.11 -0.11 0.28
C 1.984 -0.794 0.926 -0.05 -0.32 -0.09 -0.35
C -2.047 0.859 -0.194 -0.07 0.03 0.00 -1.09
```
Forces are in eV/Å.

Values from the calculation:
LUMO energy ... 1.08 eV
Gap between HOMO and LUMO ... 11.22 eV
Structure (SMILES) ... CC/N=C/CO
Maximum force ... 0.44 eV/Å
Relative energy (zero: lowest compared OMol25 entry of this formula, charge and spin) ... 33.94 kcal per mole
Spin multiplicity ... 1